Record 1
A molecular structure, C19H37AsCuN9O2S, computed with ωB97M-V/def2-TZVPD.

* HOMO: -0.2730 Eh
* relative energy (zero: lowest compared OMol25 entry of this formula, charge and spin): 0.37 kJ/mol
* lowest unoccupied orbital energy: 0.54 eV
* electronic energy: -154123.9949 eV
* orbital gap: 7.9736 eV

Last column: natural (NBO) charge in e.
Cartesian coordinates (Å):
Cu1 -1.629 1.110 -0.135  0.788
C1 2.703 0.903 -1.563  -0.981
As1 3.879 -0.572 -1.211  1.471
C2 3.641 -1.795 -2.680  -0.979
C3 5.665 0.117 -1.437  -0.973
S1 3.663 -1.497 0.659  -0.775
H1 2.941 1.326 -2.539  0.243
H2 2.822 1.673 -0.804  0.260
H3 1.676 0.546 -1.565  0.282
H4 3.893 -1.303 -3.618  0.235
H5 2.598 -2.105 -2.693  0.263
H6 4.289 -2.655 -2.518  0.241
H7 5.770 0.576 -2.419  0.234
H8 6.369 -0.705 -1.327  0.245
H9 5.852 0.855 -0.660  0.249
N1 0.494 3.252 -1.001  -0.569
C4 -0.315 2.494 -0.658  -0.289
C5 -2.475 -0.367 -4.113  -0.415
N2 -3.332 0.003 -2.992  -0.446
C6 -3.402 -1.010 -1.958  -0.413
C7 -3.351 1.312 -2.568  0.637
N3 -3.269 1.591 -1.309  -0.872
N4 -3.444 2.261 -3.566  -0.451
C8 -3.161 3.640 -3.222  -0.423
C9 -4.403 2.089 -4.643  -0.408
H10 -1.490 -0.681 -3.755  0.210
H11 -2.344 0.473 -4.788  0.217
H12 -2.928 -1.195 -4.662  0.192
H13 -3.640 -1.965 -2.432  0.188
H14 -4.162 -0.759 -1.225  0.246
H15 -2.448 -1.101 -1.423  0.186
H16 -3.462 2.570 -1.138  0.367
H17 -4.007 4.131 -2.722  0.175
H18 -2.952 4.189 -4.140  0.207
H19 -2.280 3.694 -2.584  0.244
H20 -4.669 1.041 -4.745  0.222
H21 -3.980 2.441 -5.586  0.196
H22 -5.318 2.659 -4.444  0.186
N5 0.300 -1.512 -1.824  -0.446
C10 0.066 -2.303 -1.014  0.469
N6 -0.229 -3.193 -0.065  -0.488
C11 0.867 -4.092 0.334  -0.251
C12 0.944 -5.264 -0.627  -0.088
O1 -0.301 -5.939 -0.713  -0.523
C13 -1.330 -5.078 -1.172  -0.089
C14 -1.506 -3.907 -0.223  -0.239
H23 0.639 -4.445 1.342  0.202
H24 1.798 -3.524 0.362  0.260
H25 1.677 -5.995 -0.289  0.205
H26 1.242 -4.905 -1.623  0.169
H27 -2.240 -5.674 -1.230  0.203
H28 -1.087 -4.707 -2.178  0.171
H29 -1.786 -4.277 0.765  0.204
H30 -2.272 -3.209 -0.560  0.237
C15 -2.962 -2.947 3.169  -0.394
N7 -1.879 -2.107 2.681  -0.425
C16 -0.608 -2.236 3.140  0.100
C17 0.378 -1.438 2.701  -0.374
C18 0.024 -0.415 1.760  0.496
N8 -1.220 -0.296 1.285  -0.703
C19 -2.204 -1.157 1.699  0.770
O2 -3.342 -1.142 1.262  -0.644
N9 0.956 0.449 1.375  -0.772
H31 -2.560 -3.641 3.903  0.200
H32 -3.417 -3.496 2.346  0.216
H33 -3.736 -2.333 3.626  0.223
H34 -0.445 -3.014 3.875  0.213
H35 1.392 -1.534 3.055  0.245
H36 1.927 0.192 1.491  0.426
H37 0.707 1.158 0.689  0.432

Record 2
A molecular structure, C4BO8Sn in a non-equilibrium geometry, computed with ωB97M-V/def2-TZVPD.

* HOMO: -0.4322 Eh
* relative energy (zero: lowest compared OMol25 entry of this formula, charge and spin): 258.43 kJ/mol
* lowest unoccupied orbital energy: -9.98 eV
* electronic energy: -27026.8498 eV
* orbital gap: 1.7863 eV
* total charge: +1

Last column: natural (NBO) charge in e.
Cartesian coordinates (Å):
Sn1 4.157 -0.913 -6.368  1.675
O1 3.957 7.766 -4.067  -0.481
C1 4.173 6.642 -3.607  0.669
O2 3.427 5.561 -3.824  -0.653
B1 4.131 4.366 -3.314  1.155
O3 5.450 4.809 -2.958  -0.654
C2 5.502 6.140 -3.016  0.671
O4 6.378 6.952 -2.610  -0.483
O5 4.146 3.326 -4.331  -0.585
C3 3.523 2.235 -3.813  0.742
O6 3.382 1.141 -4.397  -0.712
C4 3.197 2.523 -2.241  0.716
O7 3.511 3.783 -2.034  -0.578
O8 2.799 1.657 -1.511  -0.482

Record 3
A single C22H24F4N4S4 molecule, computed with ωB97M-V/def2-TZVPD.

* HOMO: -0.3064 Eh
* relative energy (zero: lowest compared OMol25 entry of this formula, charge and spin): 4.97 kJ/mol
* lowest unoccupied orbital energy: 0.35 eV
* electronic energy: -83376.7167 eV
* SMILES string: FC(F)Sc1ccc(NC(=S)N[C@H]2CC[C@H](NC(=S)Nc3ccc(SC(F)F)cc3)CC2)cc1
* orbital gap: 8.6853 eV

Last column: natural (NBO) charge in e.
Cartesian coordinates (Å):
F1 7.979 1.648 -2.289  -0.341
C1 8.429 1.181 -3.471  0.444
F2 9.694 1.592 -3.604  -0.329
S1 8.348 -0.650 -3.524  0.201
C2 6.579 -0.766 -3.747  -0.218
C3 5.794 -1.260 -2.718  -0.166
C4 4.424 -1.353 -2.873  -0.296
C5 3.821 -0.938 -4.062  0.244
N1 2.454 -1.007 -4.285  -0.620
C6 1.399 -1.003 -3.414  0.298
S2 -0.089 -1.411 -4.006  -0.261
N2 1.618 -0.650 -2.135  -0.598
C7 0.552 -0.530 -1.163  -0.059
C8 -0.056 0.876 -1.176  -0.408
C9 -1.171 0.982 -0.142  -0.405
C10 -0.633 0.646 1.246  -0.059
N3 -1.685 0.765 2.231  -0.595
C11 -1.478 1.205 3.481  0.300
S3 -0.012 1.743 4.024  -0.267
N4 -2.541 1.264 4.340  -0.603
C12 -3.800 0.685 4.257  0.161
C13 -4.033 -0.522 3.594  -0.233
C14 -5.306 -1.055 3.545  -0.186
C15 -6.353 -0.394 4.165  -0.220
S4 -8.011 -1.056 4.041  0.195
C16 -8.511 -0.124 2.556  0.428
F3 -7.685 -0.370 1.521  -0.340
F4 -8.465 1.204 2.768  -0.339
C17 -6.132 0.781 4.868  -0.161
C18 -4.862 1.315 4.913  -0.243
C19 -0.034 -0.765 1.258  -0.406
C20 1.085 -0.869 0.228  -0.396
C21 4.632 -0.481 -5.107  -0.258
C22 5.999 -0.401 -4.954  -0.191
H1 7.814 1.621 -4.270  0.140
H2 6.259 -1.580 -1.799  0.231
H3 3.832 -1.789 -2.084  0.230
H4 2.165 -1.093 -5.252  0.424
H5 2.477 -0.165 -1.916  0.401
H6 -0.217 -1.253 -1.455  0.238
H7 0.723 1.610 -0.954  0.197
H8 -0.452 1.085 -2.171  0.234
H9 -1.584 1.992 -0.145  0.221
H10 -1.971 0.284 -0.402  0.199
H11 0.149 1.361 1.528  0.238
H12 -2.625 0.552 1.934  0.406
H13 -2.362 1.834 5.157  0.425
H14 -3.214 -1.069 3.153  0.219
H15 -5.488 -1.985 3.029  0.231
H16 -9.534 -0.413 2.281  0.154
H17 -6.953 1.275 5.362  0.232
H18 -4.682 2.232 5.454  0.219
H19 -0.816 -1.493 1.028  0.196
H20 0.355 -0.981 2.254  0.230
H21 1.498 -1.879 0.229  0.218
H22 1.884 -0.172 0.492  0.197
H23 4.177 -0.196 -6.044  0.218
H24 6.617 -0.060 -5.771  0.227